(1)
Below is an isolated molecule of C5H8O in a non-equilibrium geometry, with properties calculated with the ωB97M-V functional and the def2-TZVPD basis.

Computed properties:
Energy relative to the best compared isomer or geometry (same formula, charge and spin) in kcal per mole: 135.71
Gap between HOMO and LUMO in eV: 8.70
Electronic energy in hartree: -270.34163

Geometry as ORCA input:
```
! RIJCOSX wB97M-V def2-TZVPD def2/J DEFGRID3
* xyz 0 1
C 1.65 0.14 0.77
C -0.20 -1.32 -0.01
C -1.58 -0.90 0.22
C -0.82 -0.26 -0.89
C -0.16 1.06 -0.56
O 0.39 0.88 0.76
H 2.43 0.80 0.41
H 1.93 -0.22 1.77
H 1.67 -0.76 0.14
H -1.84 -0.34 1.10
H -2.24 -1.75 0.04
H -0.99 -0.53 -1.92
H -0.88 1.90 -0.55
H 0.64 1.31 -1.27
*
```

(2)
Below is a structure of composition C24H20As2N2O4PdS4, with properties calculated with the ωB97M-V functional and the def2-TZVPD basis.

Computed properties:
Energy relative to the best compared isomer or geometry (same formula, charge and spin) in kcal per mole: 12.43
Gap between HOMO and LUMO in eV: 5.69
Electronic energy in hartree: -7529.46601

Geometry as ORCA input:
```
! RIJCOSX wB97M-V def2-TZVPD def2/J DEFGRID3
* xyz -2 1
Pd 0.77 -1.89 -0.18
C -1.48 0.06 -2.57
C -0.30 -0.71 -3.03
N 0.62 -1.31 -2.30
C 1.53 -1.86 -3.20
C 1.12 -1.58 -4.48
N -0.02 -0.84 -4.34
C 1.60 -1.88 -5.89
O 2.60 -2.62 -6.01
O 0.92 -1.34 -6.78
C 2.80 -2.50 -2.74
O 3.55 -3.02 -3.69
O 3.15 -2.47 -1.58
H -1.56 0.04 -1.49
H -2.40 -0.37 -2.97
H -1.41 1.10 -2.90
H -0.51 -0.50 -5.15
H 3.20 -2.81 -4.64
S 0.55 -6.06 2.52
As 0.02 -4.19 1.71
S 1.61 -2.62 1.76
S 0.16 -4.13 -0.52
S -1.73 -3.22 2.45
C 1.35 4.10 -1.25
C 0.01 3.94 -0.91
C -0.41 2.82 -0.22
C 0.49 1.82 0.14
C 1.83 1.97 -0.25
C 2.25 3.10 -0.92
As 0.04 0.10 0.99
C 0.61 0.43 2.83
C -0.23 0.22 3.91
C 0.23 0.43 5.20
C 1.54 0.82 5.42
C 2.40 0.99 4.34
C 1.93 0.78 3.05
C -1.89 0.24 1.17
C -2.68 -0.83 0.75
C -4.06 -0.76 0.88
C -4.65 0.35 1.46
C -3.87 1.40 1.91
C -2.49 1.34 1.77
H 1.68 4.97 -1.79
H -0.71 4.70 -1.18
H -1.46 2.71 0.02
H 2.53 1.16 -0.07
H 3.29 3.18 -1.21
H -1.24 -0.14 3.76
H -0.43 0.25 6.04
H 1.91 0.97 6.43
H 3.43 1.26 4.50
H 2.63 0.87 2.22
H -2.21 -1.72 0.34
H -4.66 -1.60 0.56
H -5.73 0.39 1.58
H -4.32 2.27 2.38
H -1.88 2.15 2.15
*
```

(3)
Below is a structure of composition C5H7F4N4O12S4V in a non-equilibrium geometry, with properties calculated with the ωB97M-V functional and the def2-TZVPD basis.

Computed properties:
Gap between HOMO and LUMO (alpha / beta) in eV: 5.54 / 6.31
Electronic energy in hartree: -4252.79939

Geometry as ORCA input:
```
! RIJCOSX wB97M-V def2-TZVPD def2/J DEFGRID3
* xyz -2 3
O 0.56 0.66 -0.55
V -0.29 0.24 0.79
N 1.06 -1.03 1.70
S 0.84 -2.52 2.54
O 0.91 -2.48 4.00
O 1.04 -3.78 1.81
F -0.71 -2.32 2.27
S 2.57 -1.11 2.11
O 3.40 -2.00 1.33
O 3.03 -0.73 3.42
F 2.89 0.25 1.35
N -2.27 0.71 0.47
S -3.10 1.41 -0.92
O -3.54 2.81 -0.79
O -3.86 0.52 -1.76
F -1.71 1.66 -1.65
S -3.45 1.09 1.38
O -4.75 0.37 1.10
O -3.34 2.35 2.12
F -2.98 0.02 2.49
O 0.18 1.75 2.33
C 0.63 2.98 2.31
O 0.58 3.66 3.34
O 0.97 3.45 1.17
H 0.12 1.73 3.29
C 0.23 -3.48 -2.11
C -0.40 -2.36 -1.32
N -0.94 -1.50 -0.72
H 0.22 -3.10 -3.13
H -0.42 -4.32 -1.89
H 1.21 -3.91 -1.92
C 2.17 1.07 -3.98
C 1.40 2.32 -4.27
N 0.79 3.31 -4.43
H 1.72 0.30 -4.61
H 2.06 0.84 -2.92
H 3.19 1.14 -4.35
*
```

(4)
Below is a cluster of 4 separate species, C3H11NO3 in total in a non-equilibrium geometry, with properties calculated with the ωB97M-V functional and the def2-TZVPD basis.

Computed properties:
Energy relative to the best compared isomer or geometry (same formula, charge and spin) in kcal per mole: 67.17
SMILES: C=CN=C.O.O.O
Gap between HOMO and LUMO in eV: 10.10
Electronic energy in hartree: -401.30602

Geometry as ORCA input:
```
! RIJCOSX wB97M-V def2-TZVPD def2/J DEFGRID3
* xyz 0 1
C 1.22 -1.36 1.63
C 0.90 -0.31 0.87
N 1.53 -0.07 -0.40
C 2.81 -0.06 -0.38
H 1.98 -2.13 1.43
H 0.44 -1.79 2.26
H 0.14 0.39 1.18
H 3.31 0.40 -1.24
H 3.31 -0.54 0.47
O -1.71 -1.14 -0.15
H -0.87 -0.96 -0.56
H -1.97 -2.06 -0.28
O -0.39 2.42 -0.86
H 0.10 1.68 -1.24
H -1.32 2.19 -1.02
O -3.24 1.09 -0.97
H -2.70 0.50 -0.41
H -3.53 1.75 -0.32
*
```

(5)
Below is a cluster of 12 separate species, C17H58N10O12 in total in a non-equilibrium geometry, with properties calculated with the ωB97M-V functional and the def2-TZVPD basis.

Computed properties:
Energy relative to the best compared isomer or geometry (same formula, charge and spin) in kcal per mole: 109.06
SMILES: NC(N)=O.NC(N)=O.NC(N)=O.NC(N)=O.NC(N)=O.CCO.CCO.CCO.CCO.CCO.CO.CO
Gap between HOMO and LUMO in eV: 8.18
Electronic energy in hartree: -2132.79492

Geometry as ORCA input:
```
! RIJCOSX wB97M-V def2-TZVPD def2/J DEFGRID3
* xyz 0 1
N 3.38 -1.77 1.16
C 3.36 -1.48 -0.10
N 2.97 -2.52 -0.74
O 3.33 -0.24 -0.64
H 3.57 -1.05 1.84
H 3.42 -2.76 1.44
H 2.95 -2.36 -1.75
H 2.77 -3.43 -0.33
N 2.04 3.20 2.29
C 1.27 2.63 3.15
N 1.47 2.96 4.35
O 0.34 1.63 2.77
H 1.87 3.17 1.25
H 2.63 3.94 2.66
H 0.81 2.47 4.97
H 2.02 3.78 4.55
N 3.86 3.18 -4.14
C 3.87 2.69 -2.93
N 2.96 1.79 -2.71
O 4.89 2.96 -2.06
H 4.51 3.99 -4.46
H 2.89 3.22 -4.55
H 3.05 1.23 -1.80
H 2.22 1.45 -3.35
N 0.98 -1.84 -3.35
C 0.81 -3.06 -3.42
N 1.23 -3.53 -4.52
O 0.35 -3.81 -2.34
H 0.68 -1.34 -2.50
H 1.40 -1.14 -4.09
H 1.20 -4.59 -4.66
H 1.53 -2.98 -5.31
N -2.16 3.18 -3.23
C -1.51 2.40 -2.37
N -0.34 2.02 -2.78
O -2.06 1.93 -1.19
H -3.13 3.38 -3.04
H -1.88 3.44 -4.20
H 0.11 1.31 -2.19
H 0.19 2.52 -3.48
C -4.45 -1.65 -0.33
C -4.07 -0.84 -1.55
O -5.28 -0.45 -2.13
H -3.57 -1.80 0.22
H -4.84 -2.61 -0.64
H -5.19 -1.04 0.23
H -3.57 -1.38 -2.35
H -3.57 0.09 -1.36
H -5.08 0.30 -2.71
C 0.97 -1.83 3.23
C 0.28 -2.68 4.24
O 0.43 -4.00 3.91
H 0.63 -1.95 2.17
H 1.99 -2.02 3.34
H 0.82 -0.77 3.56
H -0.81 -2.39 4.27
H 0.83 -2.57 5.24
H 0.41 -4.45 4.77
C -0.62 -0.96 -0.36
C 0.27 0.28 -0.12
O 1.04 0.33 -1.27
H 0.05 -1.83 -0.36
H -1.26 -0.85 -1.13
H -1.20 -1.18 0.48
H 0.85 0.10 0.82
H -0.23 1.26 -0.01
H 1.84 -0.19 -1.04
C -3.07 0.43 1.82
C -2.36 -0.59 2.75
O -3.03 -0.83 3.94
H -2.38 0.62 0.97
H -3.31 1.42 2.24
H -4.03 0.12 1.43
H -1.32 -0.43 2.99
H -2.42 -1.59 2.31
H -3.89 -1.25 3.71
C -1.52 -4.09 0.76
C -0.11 -4.71 0.88
O 0.16 -5.51 -0.27
H -2.41 -4.74 0.68
H -1.53 -3.42 -0.06
H -1.73 -3.46 1.62
H -0.10 -5.31 1.75
H 0.62 -3.90 0.85
H 0.41 -4.92 -1.00
C -1.66 3.98 1.50
O -1.73 5.24 0.89
H -2.62 3.51 1.63
H -1.26 4.15 2.53
H -1.10 3.24 0.92
H -2.02 5.12 0.00
C 1.90 4.59 -0.63
O 1.84 3.20 -0.41
H 2.73 4.89 -1.34
H 2.15 5.14 0.27
H 0.92 4.86 -0.95
H 2.34 2.72 -1.12
*
```

(6)
Below is a structure of composition C12H28F6NO19P3S2V in a non-equilibrium geometry, with properties calculated with the ωB97M-V functional and the def2-TZVPD basis.

Computed properties:
Energy relative to the best compared isomer or geometry (same formula, charge and spin) in kcal per mole: 63.87
Gap between HOMO and LUMO (alpha / beta) in eV: 8.09 / 9.63
Electronic energy in hartree: -5322.27517

Geometry as ORCA input:
```
! RIJCOSX wB97M-V def2-TZVPD def2/J DEFGRID3
* xyz 0 4
V 0.07 0.03 -0.82
O -2.31 2.83 -2.59
C -1.49 1.95 -2.04
O -1.41 1.77 -0.84
O -0.80 1.12 -2.66
H -2.25 2.48 -3.48
C 3.00 -0.03 -2.95
F 2.82 1.23 -2.48
F 1.80 -0.40 -3.54
F 3.97 -0.15 -3.81
S 3.22 -1.29 -1.50
O 3.89 -2.42 -2.13
O 4.03 -0.59 -0.52
N 1.53 -1.48 -0.95
S 1.56 -3.01 -0.45
O 2.79 -3.38 0.29
O 0.36 -3.21 0.33
C 1.36 -4.13 -2.08
F 2.39 -4.89 -2.29
F 0.25 -4.86 -2.04
F 1.27 -3.39 -3.19
C -1.42 -2.92 3.12
O -0.26 -2.18 3.35
P -0.20 -0.61 2.78
O -0.29 -0.48 1.30
O -1.26 0.28 3.69
C -1.72 1.47 3.13
O 1.16 0.00 3.40
C 2.51 -0.26 2.90
H -1.15 -3.61 2.32
H -2.35 -2.38 2.96
H -1.58 -3.61 3.95
H -2.75 1.70 3.40
H -1.71 1.47 2.04
H -1.10 2.29 3.50
H 2.43 -0.58 1.86
H 3.12 -0.97 3.44
H 3.10 0.65 2.97
C 1.81 4.13 2.88
O 1.53 2.91 2.22
P 1.83 2.80 0.59
O 1.52 1.47 -0.05
O 1.03 4.02 -0.10
C 1.16 4.33 -1.45
O 3.31 3.30 0.36
C 4.40 2.57 0.83
H 2.75 4.04 3.42
H 1.01 4.48 3.53
H 1.91 5.02 2.26
H 0.21 4.35 -1.99
H 1.94 3.74 -1.92
H 1.37 5.38 -1.65
H 4.98 3.19 1.52
H 5.08 2.31 0.02
H 4.10 1.66 1.35
C -4.54 -0.45 0.74
O -4.39 -0.47 -0.67
P -3.23 -1.53 -1.24
O -1.80 -1.15 -0.94
O -3.68 -2.96 -0.63
C -3.03 -4.14 -0.96
O -3.62 -1.71 -2.82
C -3.77 -0.57 -3.75
H -4.29 0.52 1.16
H -4.23 -1.31 1.33
H -5.63 -0.47 0.83
H -2.61 -4.02 -1.96
H -3.81 -4.89 -0.98
H -2.23 -4.39 -0.26
H -4.59 -0.67 -4.46
H -2.92 -0.25 -4.36
H -4.07 0.33 -3.21
*
```